[1]
# C9H2O3

The molecule C9H2O3 in a non-equilibrium geometry (ωB97M-V with the def2-TZVPD basis set, the Open Molecules 2025 dataset).

- LUMO: -0.8 eV
- F_max: 4.9 eV Å⁻¹
- Molecular weight: 158.1 g mol⁻¹

Each line ends with the Löwdin charge.
Positions of all 14 atoms, in Å:
C: -0.680 1.496 -1.624  -0.097
C: -0.829 -0.711 -0.255  0.027
C: -0.646 0.414 -0.747  -0.044
C: -0.295 -1.704 0.622  -0.219
C: -0.749 -2.966 0.706  -0.040
C: -1.140 2.625 -1.169  -0.126
C: 1.627 0.996 0.380  -0.238
C: 0.944 -1.289 1.260  -0.016
C: 1.568 -0.156 0.913  0.017
O: -1.204 -4.027 0.893  0.230
O: -1.761 3.488 -0.668  0.209
O: 1.981 2.122 0.223  0.125
H: -0.121 1.608 -2.486  0.104
H: 1.305 -1.894 1.953  0.069

***

[2]
# C9H30BNO10P

A cluster of 5 separate species, C9H30BNO10P in total in a non-equilibrium geometry (ωB97M-V with the def2-TZVPD basis set, the Open Molecules 2025 dataset).

- LUMO: 2.4 eV
- Charge: -1
- F_max: 1.1 eV Å⁻¹
- Molecular weight: 354.1 g mol⁻¹

Each line ends with the Löwdin charge.
Positions of all 52 atoms, in Å:
N: -0.027 -1.610 1.705  0.150
B: -0.184 -1.932 0.305  -0.669
O: -0.214 -3.276 -0.016  0.080
P: -0.356 -0.587 -1.105  0.939
C: -1.611 0.528 -0.057  -0.346
O: -2.689 1.000 -0.885  -0.165
C: -3.923 0.961 -0.287  -0.300
O: -4.459 -0.343 -0.395  -0.094
C: -5.839 -0.364 -0.647  -0.233
C: -6.234 -1.772 -0.982  -0.241
O: -5.766 -2.672 0.012  -0.052
C: 0.837 -1.504 -2.311  -0.862
O: 0.501 -2.564 -2.883  -0.122
O: 1.945 -0.886 -2.449  -0.174
H: -0.795 -2.056 2.195  0.086
H: -0.070 -0.617 1.896  0.061
H: 0.695 -3.586 0.010  0.098
H: -1.414 -0.739 -2.069  0.045
H: 0.534 0.503 -1.142  0.004
H: -2.027 -0.051 0.766  0.058
H: -1.059 1.397 0.302  0.066
H: -4.562 1.687 -0.790  0.125
H: -3.858 1.244 0.767  0.131
H: -6.085 0.271 -1.499  0.122
H: -6.373 0.002 0.234  0.127
H: -5.774 -2.019 -1.935  0.123
H: -7.312 -1.856 -1.086  0.111
H: -5.189 -3.298 -0.417  0.081
C: 2.409 -2.370 4.237  -0.177
O: 2.426 -1.136 3.541  -0.141
H: 2.293 -2.153 5.297  0.071
H: 1.569 -2.988 3.906  0.066
H: 3.344 -2.921 4.089  0.071
H: 2.512 -1.336 2.606  0.061
C: 2.002 2.500 1.472  -0.163
O: 1.721 1.620 0.389  -0.151
H: 1.077 2.657 2.025  0.074
H: 2.749 2.062 2.137  0.063
H: 2.366 3.462 1.101  0.072
H: 2.538 1.480 -0.100  0.083
C: 1.945 0.088 -5.812  -0.188
O: 2.294 0.884 -4.698  -0.150
H: 2.533 0.427 -6.667  0.062
H: 2.167 -0.965 -5.617  0.077
H: 0.881 0.189 -6.056  0.070
H: 1.773 0.554 -3.947  0.037
C: 5.374 3.881 2.775  -0.159
O: 5.117 3.002 1.687  -0.130
H: 4.439 4.020 3.312  0.075
H: 6.114 3.455 3.457  0.074
H: 5.726 4.853 2.419  0.074
H: 5.939 2.876 1.209  0.076

***

[3]
# C9H30N6O9

A structure of composition C9H30N6O9 in a non-equilibrium geometry (ωB97M-V with the def2-TZVPD basis set, the Open Molecules 2025 dataset).

- LUMO: -0.1 eV
- F_max: 19.5 eV Å⁻¹
- Molecular weight: 366.4 g mol⁻¹

Each line ends with the Löwdin charge.
Positions of all 54 atoms, in Å:
C: 1.546 0.846 -3.260  -0.155
C: 0.233 1.624 -3.418  -0.231
O: -0.321 2.088 -2.236  -0.070
O: 1.097 -0.424 -2.904  -0.087
H: 2.238 1.286 -2.541  0.147
H: 2.018 0.656 -4.224  0.136
H: -0.591 1.055 -3.850  0.130
H: 0.342 2.410 -4.165  0.124
H: -0.583 1.335 -1.701  -0.227
H: 1.054 -1.025 -3.651  0.150
C: -0.455 2.841 1.117  -0.197
C: -0.793 1.703 2.041  -0.199
O: 0.099 0.582 1.827  -0.208
O: -1.031 2.662 -0.139  -0.059
H: 0.622 2.939 0.982  0.134
H: -0.896 3.664 1.680  0.129
H: -1.847 1.423 2.065  0.105
H: -0.569 2.026 3.058  0.134
H: -0.304 -0.241 2.114  -0.015
H: -1.048 1.729 -0.368  0.025
C: -0.366 -0.586 -0.432  -0.098
C: 1.022 -0.257 0.127  -0.097
O: 2.139 -0.580 -0.669  0.006
O: -0.787 0.334 -1.405  -0.021
H: -1.091 -0.433 0.368  0.077
H: -0.480 -1.626 -0.737  0.164
H: 1.077 -0.488 1.190  0.146
H: 1.062 0.833 0.142  0.139
H: 2.134 -0.330 -1.595  0.101
H: -0.221 0.150 -2.158  0.069
C: -3.133 -0.670 0.134  -0.586
O: -2.813 -1.395 1.033  0.223
N: -2.779 0.580 0.061  0.197
N: -3.939 -1.034 -0.869  0.222
H: -3.242 1.171 -0.614  0.160
H: -2.020 0.898 0.646  0.070
H: -4.139 -0.436 -1.659  0.122
H: -4.183 -2.012 -0.938  0.130
C: -1.004 -1.512 2.742  -0.782
O: -0.810 -2.579 2.245  0.091
N: -0.397 -1.371 3.867  0.187
N: -1.776 -0.545 2.251  0.048
H: 0.163 -2.176 4.112  0.137
H: -0.850 -0.762 4.533  0.123
H: -2.462 -0.709 1.528  -0.273
H: -1.913 0.210 2.909  0.109
C: 4.138 -2.079 -0.029  -0.821
O: 4.954 -2.911 -0.340  0.000
N: 2.879 -2.214 -0.257  0.155
N: 4.432 -0.942 0.511  0.166
H: 2.597 -3.093 -0.667  0.121
H: 2.204 -1.464 -0.296  -0.257
H: 3.627 -0.349 0.652  0.093
H: 5.167 -0.803 1.189  0.114

***

[4]
# C9H30N9O6Pd

A structure of composition C9H30N9O6Pd in a non-equilibrium geometry (ωB97M-V with the def2-TZVPD basis set, the Open Molecules 2025 dataset).

- LUMO (spin up / spin down): -1.8 / -2.2 eV
- Charge: +1
- <S²>: 2.0039
- F_max: 3.5 eV Å⁻¹
- Multiplicity: 3
- Molecular weight: 466.8 g mol⁻¹

Each line ends with the Löwdin spin population.
Positions of all 55 atoms, in Å:
Pd: 0.539 0.683 -0.235  1.525
C: 1.338 -1.486 -2.636  0.016
O: 0.595 -0.491 -2.064  0.105
H: 2.396 -1.491 -2.387  0.002
H: 0.926 -2.437 -2.459  0.000
H: 1.407 -1.339 -3.729  0.005
C: -0.375 -1.654 2.414  0.000
C: -0.298 -2.187 0.999  0.006
C: -1.269 -3.308 0.893  0.004
O: -2.549 -2.734 1.040  0.002
C: -3.602 -3.662 1.147  0.000
N: -0.706 -1.028 0.118  0.104
H: -0.120 -2.367 3.175  0.000
H: -1.362 -1.315 2.697  0.000
H: 0.275 -0.780 2.467  0.000
H: 0.746 -2.517 0.829  0.000
H: -1.220 -4.011 1.710  0.000
H: -1.109 -3.798 -0.082  0.000
H: -3.470 -4.138 2.105  0.000
H: -3.591 -4.434 0.364  0.000
H: -4.522 -3.066 1.064  0.000
H: -0.852 -1.291 -0.861  0.001
H: -1.601 -0.742 0.461  0.003
C: 3.534 -0.102 0.636  0.006
O: 2.480 -0.234 0.016  0.051
N: 3.848 1.092 1.256  -0.001
N: 4.432 -1.152 0.708  0.004
H: 3.125 1.802 1.347  0.000
H: 4.311 0.985 2.151  0.000
H: 5.407 -0.991 0.683  0.000
H: 4.177 -2.033 0.270  0.000
C: 1.583 2.821 -2.154  0.003
O: 1.089 2.754 -1.002  0.047
N: 1.578 1.803 -2.989  -0.002
N: 2.068 4.032 -2.478  0.003
H: 1.851 1.933 -3.931  0.000
H: 1.135 0.875 -2.729  -0.001
H: 1.899 4.707 -1.771  0.000
H: 2.104 4.386 -3.434  0.000
C: -0.403 1.956 2.670  0.005
O: 0.491 1.254 2.053  0.042
N: -1.115 2.906 1.954  -0.001
N: -0.730 1.849 4.005  0.002
H: -1.638 3.625 2.470  0.000
H: -0.907 3.166 1.001  0.000
H: -0.035 1.444 4.579  0.000
H: -1.364 2.531 4.349  0.000
C: -2.249 1.198 -1.691  0.006
O: -1.465 1.628 -0.844  0.060
N: -3.419 1.789 -1.975  0.002
N: -1.949 0.104 -2.437  0.000
H: -4.046 1.274 -2.647  0.001
H: -3.825 2.469 -1.362  0.000
H: -2.589 -0.129 -3.158  0.000
H: -0.953 -0.150 -2.580  0.000